Here is C16H14N4O in the gas phase in a non-equilibrium geometry from OMol25. Energies are from ωB97M-V/def2-TZVPD.

The orbital gap is 8.37 eV. The spin multiplicity is 1. Its total charge is 0. The energy above the lowest of the compared OMol25 structures with the same formula, charge and spin is 80.1 kJ/mol. As for the structure (SMILES): CC(C)c1c(-c2ccccc2)nc2c(C#N)c[nH]n2c1=O. Its LUMO energy is -0.0083 hartree.

Last column: Löwdin charge in e.
CARTESIAN COORDINATES (ANGSTROEM)
1 N 0.5512 4.5945 3.4071  0.16
2 O -0.5751 1.5350 -2.8048  0.05
3 C 0.3621 4.2138 2.3418  -0.18
4 N 0.1008 1.3483 1.1636  0.19
5 C -0.3413 1.4189 -1.6004  -0.36
6 C 0.0562 2.4654 0.5241  -0.24
7 C 0.1174 3.8373 0.9781  -0.15
8 C 0.0683 0.1440 0.4497  -0.12
9 C -0.0597 4.7299 -0.0558  0.05
10 C -0.1603 0.1404 -0.9488  -0.03
11 C 0.3038 -3.3750 2.9530  -0.07
12 C 1.3249 -2.4197 2.9207  -0.07
13 C -0.8116 -3.1904 2.1067  -0.07
14 C 1.2429 -1.2732 2.0966  -0.02
15 C -0.8778 -2.0635 1.3137  -0.04
16 C 0.1510 -1.0934 1.2679  -0.18
17 N -0.2673 3.9219 -1.2048  0.10
18 N -0.1754 2.5683 -0.8353  0.07
19 C 1.1068 -1.2172 -2.6526  -0.07
20 C -1.3967 -1.4800 -2.4328  -0.07
21 C -0.0817 -1.1822 -1.7228  -0.40
22 H -0.0153 5.8029 -0.0099  0.14
23 H 0.3791 -4.2103 3.6477  0.10
24 H 2.1831 -2.5103 3.5603  0.09
25 H -1.5882 -3.9115 2.1086  0.09
26 H 1.9661 -0.4672 2.1424  0.11
27 H -1.7225 -1.9597 0.6622  0.11
28 H -0.9683 4.1792 -1.8931  0.16
29 H 0.9831 -0.5556 -3.5270  0.09
30 H 1.9977 -0.9099 -2.0921  0.08
31 H 1.2282 -2.2852 -2.9709  0.10
32 H -1.5482 -0.7623 -3.2668  0.08
33 H -2.2475 -1.4494 -1.7747  0.06
34 H -1.3464 -2.5421 -2.8278  0.10
35 H 0.0605 -2.0416 -1.0239  0.13

***

Here is C3H8N2S in the gas phase in a non-equilibrium geometry from OMol25. Energies are from ωB97M-V/def2-TZVPD.

The orbital gap is 9.92 eV. The spin multiplicity is 1. Its total charge is 0. The energy above the lowest of the compared OMol25 structures with the same formula, charge and spin is 73.6 kJ/mol. As for the structure (SMILES): [H]/N=C(/N)SCC. Its LUMO energy is 0.0308 hartree.

Last column: Löwdin charge in e.
CARTESIAN COORDINATES (ANGSTROEM)
1 C 0.0371 -1.0002 1.5443  -0.21
2 C 1.1939 -0.3522 0.9414  -0.60
3 C -0.3296 0.6318 -1.2519  -0.79
4 H -0.7308 -1.2921 0.8169  0.07
5 H -0.4039 -0.1812 2.1546  0.08
6 H 0.1764 -1.8128 2.2666  0.08
7 H 1.7615 -0.9262 0.1818  0.08
8 H 1.9150 -0.0193 1.7164  0.08
9 H -1.0648 2.4699 -1.2028  0.04
10 H -1.7540 1.4847 -2.4010  0.11
11 H -0.0570 -1.3511 -1.3651  0.03
12 N -0.9199 1.7372 -1.8527  0.04
13 N -0.5531 -0.5407 -1.6659  0.08
14 S 0.7293 1.1523 0.1174  0.91

***

Here is a gas-phase ion, C15H23BF2IN4O3 (charge +1) in a non-equilibrium geometry from OMol25. Energies are from ωB97M-V/def2-TZVPD.

The orbital gap is 7.85 eV. The spin multiplicity is 1. Its total charge is +1. As for the structure (SMILES): CCCCNc1cc(I)c(CNC)[n+](N(C(=O)F)C(=O)F)c1B(O)CC. Its LUMO energy is -0.1708 hartree.

Last column: Löwdin charge in e.
CARTESIAN COORDINATES (ANGSTROEM)
1 C 4.7864 -0.4800 1.6110  -0.10
2 C 4.4689 -1.4925 0.4996  -0.25
3 C 3.3133 -2.4328 0.8780  -0.19
4 C 2.0120 -1.7061 1.1814  -0.17
5 N 1.1597 -1.6247 -0.0479  0.05
6 C 0.6559 -0.3125 -0.2689  -0.20
7 C 1.3623 0.6891 -0.9156  -0.02
8 C 0.7784 1.9432 -1.0844  -0.59
9 I 1.9772 3.3668 -2.0483  1.06
10 C -0.5108 2.1781 -0.6176  -0.15
11 C -1.1921 3.5390 -0.7484  -0.18
12 N -2.1420 3.6713 -1.8379  -0.08
13 C -1.6181 3.3984 -3.1682  -0.13
14 N -1.1904 1.1530 -0.0046  0.08
15 N -2.4920 1.4264 0.4354  0.13
16 C -3.5380 0.8184 -0.2806  -0.50
17 O -4.5156 0.3865 0.1836  0.26
18 F -3.2804 0.7641 -1.5668  0.20
19 C -2.7078 1.6592 1.8171  -0.48
20 O -3.6290 2.2536 2.2122  0.27
21 F -1.7627 1.2100 2.5965  0.21
22 C -0.6268 -0.0637 0.1724  0.04
23 B -1.3820 -1.3246 0.8511  -0.45
24 O -1.2476 -1.5507 2.1764  0.19
25 C -2.2034 -2.2546 -0.1188  -0.14
26 C -2.1119 -3.7554 0.2570  -0.08
27 H 4.4359 -0.8881 2.5576  0.08
28 H 5.8429 -0.2569 1.6719  0.07
29 H 4.2195 0.4381 1.4644  0.06
30 H 5.3414 -2.1300 0.3772  0.11
31 H 4.2663 -1.0130 -0.4587  0.09
32 H 3.6457 -3.0568 1.7030  0.12
33 H 3.1664 -3.1008 0.0280  0.11
34 H 1.4498 -2.2343 1.9483  0.12
35 H 2.1922 -0.7045 1.5664  0.11
36 H 1.7065 -1.8697 -0.8652  0.13
37 H 2.3595 0.5116 -1.2906  0.11
38 H -1.7297 3.7461 0.1738  0.13
39 H -0.4488 4.3208 -0.8452  0.08
40 H -2.9680 3.1160 -1.6809  0.09
41 H -2.4280 3.5027 -3.8844  0.09
42 H -0.8773 4.1409 -3.4437  0.06
43 H -1.2154 2.3877 -3.3047  0.08
44 H -2.0563 -1.9831 2.4863  0.14
45 H -3.2380 -1.9221 -0.2280  0.10
46 H -1.7515 -2.1315 -1.1060  0.11
47 H -2.1405 -4.3353 -0.6583  0.08
48 H -2.9643 -4.0281 0.8701  0.08
49 H -1.1718 -3.9694 0.7548  0.07

***

Here is 2 unconnected molecules or ions with the total composition C17H25ClN2O4S2 in a non-equilibrium geometry from OMol25. Energies are from ωB97M-V/def2-TZVPD.

The orbital gap is 8.81 eV. The spin multiplicity is 1. Its total charge is 0. The energy above the lowest of the compared OMol25 structures with the same formula, charge and spin is 0.0 kJ/mol. As for the structure (SMILES): CNC(=O)[C@H](CCSC)NC(C)=O.O=C(O)CCSc1ccc(Cl)cc1. Its LUMO energy is 0.0151 hartree.

Last column: Löwdin charge in e.
CARTESIAN COORDINATES (ANGSTROEM)
1 O -4.3488 -5.0318 -2.5525  0.06
2 O 0.7423 2.0524 2.1651  0.08
3 O -2.5639 -5.2097 0.9834  0.06
4 Cl 3.8759 10.0611 -0.6003  0.65
5 O 0.9554 1.1263 4.2153  0.12
6 S 4.4709 4.6772 2.6895  0.94
7 S -0.8024 -1.0066 -1.6525  0.79
8 C -3.3338 -4.7216 -3.1557  -0.58
9 C 1.3656 1.9216 3.2059  -0.49
10 C -2.3515 -5.3627 -0.2144  -0.46
11 C 4.8656 8.4969 1.4088  -0.10
12 C 3.3214 7.4326 -0.1087  -0.10
13 C 4.9859 7.2996 2.1251  -0.11
14 C 3.4463 6.2330 0.6031  -0.09
15 C 4.0298 8.5682 0.2914  -0.67
16 C 4.2756 6.1577 1.7351  -0.54
17 N -2.3971 -6.5767 -0.7794  0.02
18 N -2.2005 -4.3530 -2.5561  0.08
19 C -0.8647 0.2038 -0.3045  -0.42
20 C -3.3161 -4.7423 -4.6656  0.00
21 C -2.7077 -7.8110 -0.0613  -0.05
22 C 2.9071 3.7686 2.3554  -0.47
23 C -2.4986 -1.6403 -1.5547  -0.50
24 C 2.6774 2.6793 3.4102  -0.16
25 C -2.7132 -2.8539 -0.6361  -0.19
26 C -2.0099 -4.1459 -1.1064  -0.20
27 H 0.1243 0.7312 3.9106  0.13
28 H 5.4201 9.3774 1.7185  0.11
29 H 2.6773 7.4870 -0.9811  0.11
30 H 5.6346 7.2538 2.9946  0.10
31 H 2.8946 5.3675 0.2545  0.10
32 H -2.2943 -6.6206 -1.7790  0.12
33 H -1.4299 -4.1000 -3.1529  0.14
34 H -1.1246 -0.2963 0.6285  0.03
35 H -1.6072 0.9705 -0.5266  0.04
36 H 0.1128 0.6745 -0.1959  0.02
37 H -3.0625 -3.7508 -5.0376  0.08
38 H -4.3063 -5.0208 -5.0247  0.09
39 H -2.5856 -5.4707 -5.0108  0.08
40 H -3.6946 -7.7268 0.3984  0.09
41 H -2.7028 -8.6587 -0.7474  0.08
42 H -1.9703 -7.9757 0.7266  0.08
43 H 2.0663 4.4705 2.3792  0.09
44 H 2.9496 3.3181 1.3580  0.08
45 H -2.8340 -1.8857 -2.5618  0.06
46 H -3.1420 -0.8338 -1.2026  0.08
47 H 2.6621 3.1355 4.4036  0.12
48 H 3.5003 1.9609 3.3843  0.12
49 H -2.3703 -2.6007 0.3677  0.11
50 H -3.7860 -3.0465 -0.5842  0.12
51 H -0.9427 -3.9823 -0.9598  0.14

***

Here is a molecular structure, C8H25BrNO6 in a non-equilibrium geometry from OMol25. Energies are from ωB97M-V/def2-TZVPD.

The orbital gap is 7.76 eV. The spin multiplicity is 1. Its total charge is -1. The energy above the lowest of the compared OMol25 structures with the same formula, charge and spin is 717.8 kJ/mol. Its LUMO energy is 0.1124 hartree.

Last column: Löwdin charge in e.
CARTESIAN COORDINATES (ANGSTROEM)
1 Br 12.9069 -27.6771 -3.0546  0.97
2 C 16.0967 -25.8975 -3.3253  -0.09
3 C 15.3280 -25.6683 -2.0498  -0.43
4 C 13.9753 -24.8972 -2.3202  -0.19
5 O 14.2309 -23.4717 -2.6805  -0.22
6 C 13.0432 -22.6589 -2.6263  -0.12
7 N 15.1233 -26.9593 -1.3912  -0.02
8 H 17.1634 -25.9793 -3.1168  0.07
9 H 15.9867 -25.0215 -3.9646  0.07
10 H 15.8983 -26.7921 -3.9156  0.06
11 H 15.8898 -24.9873 -1.4105  0.12
12 H 13.5055 -24.8708 -1.3370  0.11
13 H 13.3105 -25.4297 -3.0003  0.01
14 H 13.2527 -21.6522 -2.9878  0.07
15 H 12.6174 -22.6057 -1.6243  0.08
16 H 12.2875 -23.0425 -3.3118  0.08
17 H 15.7909 -27.6581 -1.6846  0.06
18 H 14.3065 -27.3796 -1.8112  -0.13
19 O 13.2355 -29.9722 -1.9534  -0.16
20 H 13.2679 -30.5020 -2.7500  0.07
21 H 13.4699 -29.0902 -2.2421  -0.18
22 C 12.7903 -28.1621 -6.3672  -0.26
23 C 11.5180 -27.7670 -5.5858  -0.32
24 O 11.1061 -28.6639 -4.6244  -0.20
25 O 12.4564 -29.0210 -7.4464  -0.09
26 H 13.6004 -28.5171 -5.7302  0.09
27 H 13.1897 -27.2931 -6.8902  0.10
28 H 10.7716 -27.4220 -6.3012  0.13
29 H 11.7617 -26.8548 -5.0411  0.06
30 H 11.7564 -28.5844 -3.9227  -0.17
31 H 13.2317 -29.2270 -7.9738  0.07
32 C 9.8496 -27.8470 -1.7661  -0.26
33 C 10.2192 -29.2720 -1.4426  -0.22
34 O 11.6320 -29.4208 -1.1587  -0.18
35 O 10.1401 -27.6481 -3.1291  -0.17
36 H 10.3704 -27.1543 -1.1050  0.11
37 H 8.7917 -27.6136 -1.6454  0.10
38 H 10.0011 -29.9506 -2.2673  0.12
39 H 9.6829 -29.5098 -0.5239  0.10
40 H 12.1562 -29.0809 -1.8876  -0.12
41 H 11.0738 -27.4283 -3.1658  -0.12

***

Here is C4H7NO2 in the gas phase from OMol25. Energies are from ωB97M-V/def2-TZVPD.

The orbital gap is 10.72 eV. The spin multiplicity is 1. Its total charge is 0. The energy above the lowest of the compared OMol25 structures with the same formula, charge and spin is 134.7 kJ/mol. As for the structure (SMILES): NC(=O)C[C@H]1CO1. Its LUMO energy is 0.0291 hartree.

Last column: Löwdin charge in e.
CARTESIAN COORDINATES (ANGSTROEM)
1 N 1.6007 0.9846 1.3384  0.16
2 C 0.4829 0.2181 1.4530  -0.54
3 O -0.3392 0.3613 2.3415  0.05
4 C 0.2878 -0.8293 0.3586  -0.06
5 C -1.0407 -0.5914 -0.3396  -0.30
6 C -1.1334 0.3067 -1.4876  -0.11
7 O -1.1402 -1.1031 -1.6589  -0.04
8 H 1.7687 1.6781 2.0537  0.11
9 H 2.2879 0.7957 0.6270  0.10
10 H 0.2446 -1.8078 0.8448  0.13
11 H 1.1054 -0.8882 -0.3790  0.12
12 H -1.9331 -0.7315 0.2691  0.15
13 H -0.2194 0.8127 -1.7893  0.11
14 H -2.0555 0.8295 -1.7437  0.11

***

Here is a molecular structure, C28H46B3Cl6CsK2LiO14S in a non-equilibrium geometry from OMol25. Energies are from ωB97M-V/def2-TZVPD.

The orbital gap is 1.81 eV. The spin multiplicity is 1. Its total charge is +1. Its LUMO energy is -0.1455 hartree.

Last column: Löwdin charge in e.
CARTESIAN COORDINATES (ANGSTROEM)
1 C 4.8311 0.7874 3.1202  -0.19
2 C 4.2416 0.6856 1.6162  -0.22
3 C 4.2981 -0.7998 1.0453  -0.24
4 C 5.4173 -1.0316 -0.0428  -0.20
5 C 5.0091 -2.2354 -1.0043  -0.20
6 C 5.2150 -1.9009 -2.5452  -0.18
7 C 3.8229 -1.4566 -3.1640  -0.20
8 C 3.6294 0.1232 -3.1009  -0.19
9 C 2.6993 0.6194 -1.8851  -0.18
10 C 1.9058 1.8976 -2.4278  -0.19
11 C 0.5764 1.4308 -3.1777  -0.16
12 C -0.6538 2.4463 -2.9456  -0.04
13 B -1.7523 1.7630 -2.0237  -0.43
14 O -1.3474 1.0088 -0.8770  0.18
15 B -1.8457 1.6405 0.3116  -0.91
16 S -1.1745 1.2946 1.9572  0.94
17 O -2.9566 2.5186 0.0886  0.20
18 B -3.6794 1.7900 -0.8936  -0.47
19 C -4.9486 0.9043 -0.3932  -0.15
20 O -6.1762 1.1016 -1.1167  -0.12
21 C -6.9791 -0.1326 -0.9273  -0.14
22 C -7.7626 -0.7678 -2.0847  -0.16
23 C -8.5088 -2.0026 -1.8374  -0.06
24 C -8.5662 -2.7029 -0.5389  -0.03
25 C -7.8628 -2.1065 0.6002  -0.06
26 C -7.1128 -0.8865 0.4158  -0.08
27 O -3.1806 1.8652 -2.2069  0.27
28 H 5.6062 1.6411 3.1608  -0.08
29 H 4.0031 1.0531 3.8388  0.08
30 H 5.3450 -0.2038 3.4022  0.03
31 H 3.1682 1.0046 1.7116  0.10
32 H 4.7192 1.4482 0.9344  0.09
33 H 3.2972 -1.0272 0.6077  0.10
34 H 4.4586 -1.5520 1.8627  0.03
35 H 5.5179 -0.0630 -0.6075  0.09
36 H 6.4369 -1.2596 0.3792  0.08
37 H 5.5272 -3.1807 -0.6948  0.05
38 H 3.9160 -2.4079 -0.8262  0.10
39 H 5.5955 -2.7789 -3.1281  0.10
40 H 5.9241 -1.0439 -2.6494  0.10
41 H 3.7085 -1.7551 -4.2449  0.10
42 H 2.9557 -1.9248 -2.6278  0.10
43 H 3.0945 0.4630 -4.0336  0.10
44 H 4.6031 0.6648 -3.0194  0.10
45 H 2.0116 -0.2170 -1.6018  0.10
46 H 3.3768 0.8681 -1.0343  0.08
47 H 1.6956 2.5455 -1.5397  0.11
48 H 2.5531 2.4584 -3.1478  0.11
49 H 0.7811 1.3270 -4.2768  0.11
50 H 0.3495 0.4121 -2.7645  0.10
51 H -0.2151 3.2864 -2.3316  0.11
52 H -1.0373 2.8763 -3.8979  0.10
53 H -0.2116 0.3202 1.7761  -0.05
54 H -4.5878 -0.1993 -0.4006  -0.05
55 H -5.1641 1.2227 0.6979  0.16
56 H -7.8019 -0.3134 -3.1406  -0.25
57 H -9.0838 -2.4827 -2.6678  0.11
58 H -9.1213 -3.6506 -0.3857  0.12
59 H -7.8609 -2.5762 1.6112  0.09
60 H -6.5590 -0.4696 1.3353  0.08
61 C 1.6963 -0.2761 4.1680  -0.99
62 O 1.0993 -0.7572 5.1408  0.03
63 O 2.3162 -0.9473 3.2734  -0.06
64 O 1.7871 0.9702 3.9075  -0.07
65 K 7.4240 1.4051 3.1383  0.80
66 C 5.5310 -5.4915 1.7461  -2.00
67 Cl 5.0866 -6.9163 2.6862  0.59
68 Cl 7.2702 -5.1376 1.9439  0.48
69 Cl 5.1954 -5.7852 0.0332  0.57
70 Cl 4.6090 -4.0888 2.3083  0.60
71 K -4.2274 -1.3240 0.6483  1.00
72 C 1.5886 -4.2024 4.6482  -0.17
73 O 2.5943 -3.2568 5.0092  -0.18
74 H 1.5922 -5.0216 5.3655  0.07
75 H 0.6100 -3.7218 4.6563  0.07
76 H 1.7996 -4.5981 3.6490  0.06
77 H 2.5497 -2.5493 4.3432  0.00
78 C -1.0986 8.8190 -3.4546  -0.02
79 C -0.5156 7.5455 -4.0226  -0.34
80 C -1.3788 6.3343 -3.8014  -0.10
81 O -0.4199 5.2764 -3.8033  0.03
82 C 0.7555 5.8173 -3.3703  -0.54
83 O 1.7101 5.1838 -3.0566  0.17
84 O 0.6871 7.1763 -3.3420  0.10
85 H -1.2007 8.7530 -2.3693  0.09
86 H -0.4366 9.6628 -3.6563  0.09
87 H -2.0760 9.0319 -3.8912  0.09
88 H -0.2768 7.6798 -5.0825  0.16
89 H -2.1143 6.1944 -4.5935  0.14
90 H -1.8904 6.3361 -2.8341  0.14
91 C -1.2869 -6.2201 3.4938  -0.86
92 O -1.6879 -7.2629 2.9123  -0.10
93 O -0.7172 -6.5061 4.7319  0.00
94 O -1.3249 -5.0296 3.1417  -0.07
95 H -0.8749 -7.4604 4.6269  0.08
96 Li 7.0579 -2.4545 2.9495  0.53
97 Cs -7.8572 1.2527 -4.1705  1.34
98 C -7.6408 -1.6426 4.9089  -1.01
99 Cl -7.7829 -2.7653 6.2564  0.56
100 Cl -6.2185 -2.0133 3.9124  0.54
101 H -8.5322 -1.7165 4.2915  0.02
102 H -7.5422 -0.6329 5.2979  0.03

***

Here is C9H13NO2 in the gas phase in a non-equilibrium geometry from OMol25. Energies are from ωB97M-V/def2-TZVPD.

The orbital gap (spin up / spin down) is 6.73 / 8.24 eV. The spin multiplicity is 1. Its total charge is 0. The energy above the lowest of the compared OMol25 structures with the same formula, charge and spin is 509.4 kJ/mol. Its LUMO energy (spin up / spin down) is -0.0146 / 0.0106 hartree.

Last column: Löwdin charge in e.
CARTESIAN COORDINATES (ANGSTROEM)
1 C 0.9935 -1.7231 1.8192  -0.22
2 C -0.2747 2.0806 -0.8300  -0.18
3 C 1.3122 2.1021 -0.4441  -0.12
4 C -0.7774 1.2465 0.1975  -0.19
5 C 1.5147 0.6752 0.0337  -0.13
6 C 0.0650 -0.7388 1.5992  -0.24
7 C 0.1349 0.0417 0.2923  -0.35
8 C -0.2104 -0.9589 -0.8351  -0.24
9 C -1.5393 -1.6102 -0.7328  -0.01
10 N 1.6842 -2.5865 2.1950  0.16
11 O -1.1556 -1.0814 2.1262  0.03
12 O 0.7074 -1.5478 -1.6252  0.05
13 H -0.5869 3.1014 -0.8855  0.10
14 H -0.3566 1.7183 -1.8692  0.12
15 H 1.7680 2.4746 -1.4010  0.12
16 H 1.3258 2.7694 0.4369  0.11
17 H -0.7003 1.8200 1.0857  0.14
18 H -1.7394 0.9834 0.1214  0.08
19 H 2.1271 0.0904 -0.5490  0.08
20 H 2.0752 0.7609 0.9730  0.13
21 H -1.4709 -2.3114 0.1883  0.12
22 H -1.8605 -1.9767 -1.6817  0.08
23 H -2.1826 -0.8121 -0.4629  0.07
24 H -1.3343 -2.0248 2.2259  0.11
25 H 0.4809 -2.4927 -1.9779  0.18